No. 1
The following is a quantum chemistry calculation of a 7-piece molecular cluster, C10H34N4O7 overall in a non-equilibrium geometry, from the OMol25 dataset.

Results
* relative energy (zero: lowest compared OMol25 entry of this formula, charge and spin): 64.15 kcal per mole
* SMILES string: NC(N)=O.NC(N)=O.CCO.CCO.CCO.CO.CO
* gap between HOMO and LUMO: 9.21 eV

XYZ file:
```
55
Properties=species:S:1:pos:R:3:mulliken_charge:R:1
N -0.546 -0.850 2.067 -0.020
C 0.531 -0.314 1.527 -0.120
N 0.327 0.274 0.415 0.716
O 1.768 -0.431 2.066 -0.795
H -0.457 -1.405 2.945 0.277
H -1.466 -0.921 1.590 0.211
H 1.077 0.553 -0.246 -0.265
H -0.584 0.645 0.317 0.227
N 1.355 2.625 -2.082 -0.314
C 0.378 1.894 -2.443 0.369
N -0.651 2.658 -2.625 -0.403
O 0.459 0.545 -2.587 -0.633
H 2.245 2.079 -1.872 0.275
H 1.331 3.560 -1.578 0.256
H -1.532 2.135 -2.850 0.281
H -0.882 3.492 -2.137 0.268
C -1.326 -3.734 -1.929 -1.636
C -1.020 -2.552 -1.025 0.579
O -1.533 -1.392 -1.523 -0.505
H -0.983 -3.383 -2.879 0.391
H -2.364 -3.896 -1.888 0.388
H -0.725 -4.612 -1.723 0.366
H 0.066 -2.389 -0.884 0.078
H -1.422 -2.743 -0.039 0.015
H -1.032 -0.763 -1.059 0.203
C 3.801 1.971 0.693 -0.977
C 4.350 1.078 -0.420 -0.175
O 3.492 1.069 -1.532 -0.557
H 4.433 1.948 1.558 0.422
H 2.903 1.542 1.206 0.073
H 3.676 3.025 0.401 0.286
H 4.343 0.139 0.094 0.074
H 5.292 1.284 -0.786 0.562
H 4.060 0.893 -2.336 0.290
C -2.074 2.451 1.637 -0.980
C -2.160 2.490 0.145 -0.157
O -2.451 1.200 -0.329 -0.450
H -1.292 1.864 2.131 0.205
H -3.041 2.255 2.156 0.290
H -1.854 3.446 2.024 0.427
H -1.208 2.907 -0.288 0.035
H -2.997 3.140 -0.196 0.349
H -3.097 0.816 0.267 0.182
C 2.027 -3.410 0.289 -0.596
O 2.748 -2.230 0.215 -0.527
H 1.154 -3.343 0.962 0.206
H 2.696 -4.176 0.772 0.291
H 1.816 -3.771 -0.711 0.205
H 2.391 -1.526 0.785 0.390
C -3.729 -0.817 2.181 -0.868
O -3.122 -1.173 0.999 -0.459
H -4.075 -1.668 2.741 0.376
H -4.587 -0.196 2.046 0.304
H -3.143 -0.178 2.868 0.296
H -3.383 -2.088 0.856 0.272
```

No. 2
The following is a quantum chemistry calculation of C10H35BrGaNO6P as an isolated structure, from the OMol25 dataset.

Results
* relative energy (zero: lowest compared OMol25 entry of this formula, charge and spin): 3.32 kcal per mole
* total charge: -1
* gap between HOMO and LUMO: 5.74 eV

XYZ file:
```
55
Properties=species:S:1:pos:R:3:mulliken_charge:R:1
N 3.922 -2.192 2.812 -0.569
P 2.848 -1.191 1.845 0.100
O 3.062 0.306 2.611 -0.467
Ga 0.770 -1.875 2.747 0.402
Br -0.820 -1.293 0.988 -0.498
H 3.472 -3.072 3.047 0.265
H 4.733 -2.420 2.248 0.172
H 2.430 0.418 3.334 0.246
H 0.675 -3.458 2.969 -0.281
H 0.389 -1.070 4.081 -0.321
C 2.863 -5.735 -1.012 -1.155
C 2.739 -4.918 0.265 -0.035
O 2.302 -3.596 0.026 -0.376
H 3.546 -5.245 -1.707 0.278
H 3.236 -6.740 -0.800 0.349
H 1.891 -5.830 -1.503 0.334
H 3.715 -4.818 0.744 0.118
H 2.069 -5.421 0.973 0.279
H 1.415 -3.613 -0.351 0.224
C 8.297 -3.619 3.600 -1.068
C 7.288 -4.244 2.656 -0.197
O 6.729 -3.297 1.760 -0.462
H 7.829 -2.810 4.162 0.286
H 8.685 -4.359 4.302 0.330
H 9.141 -3.202 3.044 0.312
H 6.443 -4.645 3.215 0.273
H 7.745 -5.072 2.100 0.290
H 7.433 -2.906 1.233 0.241
C -3.447 1.629 -2.613 -0.755
C -3.826 0.187 -2.321 -0.421
O -2.811 -0.487 -1.599 -0.461
H -2.506 1.661 -3.166 0.304
H -4.222 2.136 -3.194 0.291
H -3.307 2.180 -1.683 0.218
H -3.957 -0.373 -3.249 0.295
H -4.777 0.158 -1.774 0.259
H -2.678 -0.031 -0.759 0.198
C -1.861 5.535 -3.135 -1.147
C -3.117 5.463 -2.289 -0.109
O -2.946 4.635 -1.142 -0.504
H -1.560 4.535 -3.445 0.271
H -2.026 6.146 -4.023 0.339
H -1.038 5.976 -2.568 0.334
H -3.931 5.009 -2.856 0.262
H -3.434 6.469 -1.988 0.318
H -2.232 4.995 -0.605 0.271
C -7.332 4.976 -1.311 -1.009
C -6.782 4.096 -0.201 -0.223
O -5.635 3.372 -0.605 -0.388
H -7.575 4.372 -2.187 0.245
H -8.231 5.503 -0.988 0.370
H -6.592 5.722 -1.611 0.261
H -7.520 3.349 0.091 0.275
H -6.559 4.706 0.683 0.270
H -4.943 4.000 -0.850 0.166
```

No. 3
The following is a quantum chemistry calculation of a 8-piece molecular cluster, C10H36O8 overall in a non-equilibrium geometry, from the OMol25 dataset.

Results
* relative energy (zero: lowest compared OMol25 entry of this formula, charge and spin): 49.33 kcal per mole
* SMILES string: CCO.CCO.CCO.CCO.CCO.O.O.O
* gap between HOMO and LUMO: 9.74 eV

XYZ file:
```
54
Properties=species:S:1:pos:R:3:mulliken_charge:R:1
C -2.354 3.304 3.027 -0.908
C -1.457 3.944 1.968 -0.237
O -2.238 4.476 0.906 -0.481
H -1.802 3.062 3.935 0.318
H -2.764 2.402 2.573 0.230
H -3.197 3.931 3.320 0.283
H -0.697 3.211 1.694 0.233
H -1.076 4.804 2.518 0.290
H -2.464 3.736 0.338 0.270
C 3.499 -6.480 -0.395 -1.047
C 2.482 -5.357 -0.415 -0.108
O 1.893 -5.145 0.881 -0.529
H 3.022 -7.449 -0.251 0.281
H 4.248 -6.413 0.394 0.301
H 3.963 -6.465 -1.381 0.322
H 1.669 -5.551 -1.115 0.230
H 3.015 -4.446 -0.686 0.260
H 1.569 -4.246 0.977 0.294
C -3.475 3.587 -3.888 -1.100
C -3.473 2.131 -3.529 -0.161
O -2.936 1.920 -2.263 -0.465
H -4.061 4.037 -3.088 0.272
H -3.923 3.750 -4.868 0.356
H -2.514 4.099 -3.945 0.274
H -2.767 1.693 -4.235 0.248
H -4.468 1.704 -3.660 0.309
H -3.097 1.012 -1.996 0.270
C 2.095 2.648 -4.178 -0.903
C 2.191 1.372 -3.284 -0.268
O 1.730 1.629 -1.949 -0.496
H 1.087 3.043 -4.298 0.238
H 2.612 2.470 -5.121 0.326
H 2.598 3.445 -3.631 0.273
H 3.220 1.015 -3.312 0.327
H 1.555 0.617 -3.747 0.217
H 0.785 1.717 -2.093 0.285
C 3.433 -0.427 6.319 -1.057
C 2.685 -0.796 5.014 -0.139
O 1.491 0.030 4.932 -0.516
H 4.102 -1.257 6.544 0.323
H 2.695 -0.250 7.101 0.288
H 3.981 0.514 6.268 0.293
H 2.380 -1.837 5.123 0.245
H 3.307 -0.587 4.143 0.282
H 1.126 -0.102 4.054 0.274
O -1.729 -2.505 -3.138 -0.615
H -2.328 -3.139 -2.744 0.304
H -1.927 -2.538 -4.074 0.312
O -3.807 -1.970 0.894 -0.591
H -4.465 -1.952 1.589 0.303
H -4.047 -2.724 0.356 0.299
O -0.245 -1.280 1.130 -0.618
H -1.166 -1.495 0.983 0.312
H 0.046 -0.889 0.306 0.299
```